[1]
Entry from the Open Molecules 2025 dataset: a cluster of 8 separate species, C55H56N8O18 in total at a distorted geometry (the ωB97M-V functional and the def2-TZVPD basis).

The geometry in XYZ format:
```
137
Properties=species:S:1:pos:R:3:lowdin_charge:R:1
O -2.49 4.87 5.46 0.056
O -1.13 3.31 0.01 0.049
O 6.20 0.02 2.83 0.065
O 4.63 -0.46 1.37 0.044
O -4.63 5.35 5.53 0.055
O -5.84 -1.82 -3.20 0.036
O 8.85 1.93 -2.12 -0.230
O 0.10 4.71 1.18 0.042
O -3.73 -2.18 -2.74 0.061
O 10.84 -4.83 -1.97 0.066
O 6.15 3.95 -2.15 -0.082
O 3.84 4.81 -1.58 -0.045
O -8.00 -8.23 -1.06 0.058
O 4.26 3.06 -3.34 0.004
O -7.89 1.33 2.63 0.040
O -10.03 1.81 2.70 0.067
O -10.11 -7.87 -1.52 0.054
O 11.09 -3.17 -0.56 0.043
N -4.64 -1.52 -3.25 -0.304
N -9.09 1.01 2.58 -0.320
N 5.06 -0.36 2.53 -0.319
N 11.52 -3.97 -1.40 -0.318
N -3.69 4.56 5.41 -0.321
N -8.91 -7.56 -1.57 -0.329
N -0.99 4.28 0.77 -0.298
N 0.94 -0.51 -1.03 -0.183
C -2.98 2.20 5.09 -0.003
C -3.46 4.50 0.81 0.001
C 1.99 -1.51 4.38 -0.067
C 4.15 -0.73 3.63 -0.138
C -2.10 6.09 2.06 0.003
C 13.48 -4.76 -2.71 0.000
C -9.41 -0.40 2.36 -0.144
C 6.58 2.86 -1.25 -0.128
C -4.93 1.71 -5.16 -0.071
C -9.20 -4.34 -3.48 -0.065
C 1.85 1.85 -1.20 -0.185
C 14.83 -4.67 -3.04 -0.068
C 13.77 -2.95 -1.10 0.000
C -10.02 -3.10 1.99 -0.068
C -5.28 0.52 -4.51 -0.004
C -7.86 -3.96 -3.58 -0.075
C 1.54 -0.81 -2.42 -0.057
C -10.75 -0.81 2.27 0.000
C -8.38 -1.34 2.25 -0.001
C -3.26 6.73 2.50 -0.065
C -5.35 2.74 5.11 0.009
C -2.59 1.28 -4.70 -0.058
C -8.55 -6.33 -2.28 -0.149
C -0.21 -1.41 -0.63 -0.048
C 1.94 3.34 -0.52 -0.160
C 10.01 0.12 -0.64 -0.103
C -9.55 -5.53 -2.84 -0.007
C 2.86 -1.19 3.33 0.001
C -4.51 6.26 2.10 -0.069
C 2.41 -1.37 5.70 -0.074
C 3.69 -0.91 5.99 -0.066
C -4.62 5.15 1.26 -0.062
C 4.57 -0.59 4.96 0.002
C -4.28 -0.28 -3.95 -0.137
C -5.65 1.39 4.92 -0.069
C -4.62 0.45 4.83 -0.069
C 0.72 -2.05 -3.15 -0.065
C 4.67 3.89 -2.38 -0.262
C 15.64 -3.72 -2.41 -0.074
C -4.01 3.14 5.19 -0.144
C -3.59 2.08 -5.25 -0.072
C -2.93 0.09 -4.05 0.013
C 12.95 -3.90 -1.74 -0.141
C 15.12 -2.87 -1.44 -0.067
C -0.36 -2.37 -1.95 -0.117
C 1.48 0.63 -0.15 -0.146
C -11.05 -2.16 2.09 -0.064
C -6.86 -4.77 -3.03 -0.061
C -2.21 4.97 1.22 -0.138
C 7.38 1.64 -2.05 -0.148
C -8.69 -2.69 2.07 -0.063
C -3.29 0.85 4.90 -0.070
C -7.20 -5.96 -2.38 0.003
C 2.41 4.47 -1.64 -0.160
C 9.59 0.63 -2.17 -0.242
H -9.98 -3.71 -3.91 0.107
H -5.71 2.34 -5.59 0.107
H 0.83 3.66 -0.22 0.065
H 10.69 -0.85 -0.75 0.061
H 2.91 1.60 -1.65 0.098
H -11.56 -0.09 2.35 0.119
H 10.60 0.70 -2.78 0.123
H -3.56 3.64 0.16 0.118
H 10.58 0.98 -0.05 0.087
H 12.86 -5.50 -3.21 0.119
H -5.41 6.76 2.45 0.113
H 2.52 -1.30 2.31 0.109
H 13.37 -2.28 -0.34 0.118
H -6.33 0.24 -4.45 0.116
H 5.57 -0.24 5.20 0.120
H 16.70 -3.65 -2.68 0.108
H 5.70 2.41 -0.60 0.140
H -12.09 -2.48 2.02 0.110
H -0.80 -1.33 0.37 0.100
H 0.68 0.92 0.66 0.127
H -4.86 -0.61 4.69 0.107
H -1.93 2.50 5.15 0.118
H -6.69 1.06 4.86 0.097
H -1.55 1.58 -4.78 0.111
H -2.14 -0.53 -3.63 0.104
H -3.32 3.01 -5.75 0.108
H -7.59 -3.03 -4.08 0.091
H 7.41 3.34 -0.53 0.151
H -3.19 7.60 3.15 0.115
H 7.24 0.61 -1.49 0.128
H -5.82 -4.47 -3.11 0.099
H 0.87 -2.53 -4.21 0.081
H 4.01 -0.81 7.03 0.109
H -2.49 0.12 4.83 0.104
H 15.25 -5.33 -3.80 0.108
H 2.56 3.39 0.48 0.132
H -1.13 6.47 2.37 0.122
H 9.05 -0.12 0.00 0.076
H 1.72 -1.61 6.51 0.107
H 2.46 0.25 0.40 0.107
H 2.44 -0.24 -2.95 0.113
H -1.16 -3.21 -2.11 0.066
H -5.60 4.79 0.96 0.110
H 2.00 4.20 -2.71 0.138
H -7.33 -1.04 2.31 0.116
H -10.26 -4.15 1.86 0.110
H -10.60 -5.80 -2.77 0.116
H 0.99 -1.87 4.16 0.106
H 8.91 -0.22 -2.64 0.123
H 6.92 1.55 -3.15 0.146
H -7.89 -3.43 1.99 0.110
H 15.76 -2.14 -0.95 0.109
H 1.83 5.47 -1.32 0.141
H -6.41 -6.57 -1.95 0.119
H 1.02 1.91 -2.05 0.135
H -6.16 3.45 5.18 0.122
```

Results
SMILES: CCOCCOC(=O)OCCCCn1cccc1.O=[N+]([O-])c1ccccc1.O=[N+]([O-])c1ccccc1.O=[N+]([O-])c1ccccc1.O=[N+]([O-])c1ccccc1.O=[N+]([O-])c1ccccc1.O=[N+]([O-])c1ccccc1.O=[N+]([O-])c1ccccc1
E_tot, eV: -106687.85178
HOMO level, eV: -7.54



[2]
Entry from the Open Molecules 2025 dataset: a structure of composition C55H63AlN3O2S2Se (the ωB97M-V functional and the def2-TZVPD basis).

The geometry in XYZ format:
```
127
Properties=species:S:1:pos:R:3:lowdin_charge:R:1
Se -1.69 2.94 1.55 1.158
S 3.43 2.56 -2.10 0.622
S -1.49 2.49 -1.86 0.718
Al -0.68 0.91 -0.38 -0.189
O 0.71 1.27 0.63 -0.097
O -1.97 0.08 0.51 -0.097
N 0.25 1.99 -3.81 0.016
N 2.81 0.14 -3.00 0.135
N 4.00 1.52 -4.44 0.033
C -0.08 -0.50 -1.64 0.042
C -0.26 -1.13 -2.66 -0.094
C 4.31 1.27 -6.79 -0.038
C 1.44 -2.99 -3.93 -0.027
C -3.64 -0.73 3.61 0.003
C -3.77 -0.25 6.63 -0.050
C 3.29 0.67 2.02 -0.518
C -3.76 0.51 4.24 -0.179
C 4.62 -0.87 -7.83 -0.097
C 4.19 0.67 -5.54 -0.243
C 2.17 1.62 2.48 -0.066
C -1.08 -0.29 -4.85 -0.209
C 0.02 2.72 2.39 -0.382
C 1.32 -3.44 -6.66 -0.079
C -1.97 -2.45 -3.79 -0.127
C 4.52 0.51 -7.92 -0.092
C -5.93 0.13 5.42 -0.053
C -2.24 -3.60 -4.52 -0.025
C -4.48 0.62 5.58 -0.561
C 2.39 2.33 3.66 0.003
C 2.12 2.93 6.63 -0.051
C -4.52 2.06 6.09 -0.072
C 0.40 -2.42 -4.67 -0.179
C 4.31 -0.72 -5.44 -0.022
C -4.38 -3.85 -3.45 -0.102
C 3.70 -0.24 3.20 -0.059
C -3.17 1.59 3.60 -0.066
C 3.11 4.80 5.31 -0.052
C -1.75 0.73 -3.97 -0.101
C -0.69 -1.61 -3.98 -0.279
C -3.43 -4.30 -4.35 -0.092
C 0.10 0.37 -5.53 -0.051
C 0.73 4.88 5.99 -0.072
C -2.47 0.18 1.73 -0.287
C 1.85 3.95 5.52 -0.561
C 1.49 3.23 4.23 -0.179
C 0.95 1.85 1.79 -0.280
C -2.99 -0.95 2.40 -0.070
C -1.89 -2.65 0.77 -0.047
C -4.31 -2.79 1.35 -0.041
C 0.71 1.42 -4.97 -0.138
C -2.92 -2.40 1.88 -0.518
C -2.53 -3.34 3.03 -0.061
C 2.34 -4.03 -5.91 -0.122
C 4.50 1.50 1.58 -0.046
C 2.92 -0.27 0.87 -0.054
C -2.54 1.43 2.38 -0.379
C 4.51 -1.47 -6.59 -0.083
C 3.41 1.32 -3.22 -0.912
C 2.40 -3.79 -4.54 -0.086
C 0.37 -2.65 -6.04 -0.061
C -1.02 1.67 -3.35 -0.700
C -4.12 -2.71 -2.70 -0.072
C -2.93 -2.02 -2.87 -0.028
C 0.28 3.40 3.57 -0.069
H 4.45 -0.95 2.86 0.078
H 5.32 0.84 1.29 0.084
H 3.08 -4.66 -6.39 0.097
H -0.49 4.05 3.96 0.088
H 3.74 -0.97 0.72 0.084
H -3.51 2.44 6.27 0.082
H -4.84 -2.35 -1.98 0.096
H -3.19 2.58 4.04 0.089
H 2.76 0.28 -0.06 0.044
H 2.94 5.54 4.52 0.089
H -2.74 0.08 6.76 0.089
H 4.78 -1.47 -8.72 0.097
H -3.28 -3.37 3.83 0.065
H 4.35 2.46 -4.53 0.106
H 1.27 -3.61 -7.73 0.101
H -0.89 -2.34 1.07 0.093
H 4.26 -1.21 -4.48 0.106
H -1.58 -3.04 3.47 0.092
H 1.48 -2.81 -2.86 0.113
H 4.61 1.00 -8.89 0.100
H 0.46 0.00 -6.47 0.093
H 4.13 0.32 4.03 0.066
H -2.42 -4.36 2.65 0.079
H -4.59 -2.15 0.52 0.079
H 2.84 -0.79 3.58 0.091
H -6.46 0.20 6.38 0.079
H 2.01 -0.84 1.08 0.089
H -1.87 -3.72 0.56 0.086
H 2.47 -0.39 -3.80 0.074
H -2.76 0.57 -3.64 0.099
H 3.96 4.18 5.00 0.075
H -3.75 -1.30 6.33 0.075
H -0.19 4.32 6.19 0.082
H -1.78 -0.67 -5.61 0.132
H -2.13 -2.12 -0.15 0.054
H 4.85 2.15 2.39 0.075
H -6.46 0.74 4.69 0.089
H -3.60 -5.20 -4.92 0.096
H 4.21 2.35 -6.87 0.112
H 4.24 2.12 0.72 0.046
H 1.57 1.89 -5.42 0.108
H -2.72 -1.16 -2.25 0.103
H -5.31 -4.39 -3.31 0.095
H 2.95 2.26 6.37 0.074
H 1.03 5.38 6.92 0.080
H 4.59 -2.55 -6.49 0.091
H 3.38 5.32 6.23 0.079
H 1.24 2.30 6.80 0.088
H 3.18 -4.23 -3.95 0.103
H -5.02 2.72 5.39 0.086
H 2.37 3.43 7.57 0.079
H 0.50 5.65 5.25 0.086
H -4.08 -1.59 4.11 0.096
H -5.06 2.10 7.04 0.080
H 0.79 2.67 -3.30 0.085
H 2.17 0.10 -2.22 0.053
H -0.42 -2.22 -6.64 0.119
H -5.97 -0.90 5.09 0.074
H -1.51 -3.99 -5.22 0.100
H -5.07 -2.69 2.13 0.077
H -4.28 -0.18 7.59 0.079
H -4.30 -3.83 1.00 0.084
H 3.34 2.18 4.16 0.097
```

Results
Net charge: -1
ΔE to the lowest compared entry with this formula, charge and spin, kcal/mol: 0.0
E_tot, eV: -160244.39020
HOMO level, eV: -4.87



[3]
Entry from the Open Molecules 2025 dataset: a structure of composition C55H66CuN3O6S2 (the ωB97M-V functional and the def2-TZVPD basis).

The geometry in XYZ format:
```
133
Properties=species:S:1:pos:R:3:lowdin_charge:R:1
Cu 0.31 -0.52 -1.46 0.310
S -1.58 3.21 -4.67 0.540
S 0.07 0.59 -5.90 0.947
O 1.97 1.01 -1.80 -0.139
O 1.65 -2.11 -1.46 -0.103
O -1.46 -2.00 -1.15 -0.153
O -0.47 3.71 -5.46 -0.361
O -0.17 0.30 0.27 -0.091
O -2.21 4.18 -3.80 -0.334
N -0.33 -0.21 -3.47 0.007
N -1.24 1.92 -3.80 -0.100
N -5.98 1.58 -8.39 0.067
C 3.58 0.48 -0.05 -0.108
C -0.59 0.84 -4.21 -0.645
C 4.03 -2.53 1.24 -0.014
C 2.18 -2.51 -0.36 -0.315
C 5.62 -4.73 2.65 -0.063
C 3.49 -3.60 1.96 -0.200
C -2.95 3.39 -0.19 -0.198
C 3.41 -1.99 0.13 -0.121
C -1.53 -2.30 0.19 -0.192
C -2.35 -3.53 4.25 -0.559
C -2.34 -1.49 0.99 -0.116
C -3.68 2.29 -8.04 -0.047
C 4.54 2.67 2.97 -0.560
C -2.88 2.76 -5.82 -0.277
C -2.17 -2.87 -2.01 -0.068
C 4.20 0.93 1.12 0.013
C -3.38 5.82 -0.80 -0.073
C -4.93 1.96 -7.52 -0.337
C 0.61 -0.99 -5.44 -0.452
C -0.64 2.61 -0.10 -0.112
C -3.45 -2.70 4.92 -0.079
C -2.44 1.04 0.25 -0.111
C 4.96 4.10 2.59 -0.057
C -4.96 4.62 0.70 -0.067
C -1.10 -3.48 5.14 -0.050
C 0.26 -4.10 -0.01 -0.077
C 2.81 1.05 -2.94 -0.051
C -4.80 4.03 -1.74 -0.056
C -4.13 2.45 -5.30 -0.050
C -2.85 -4.97 4.14 -0.059
C 4.50 -3.11 4.20 -0.058
C 3.77 2.06 1.80 -0.177
C 2.26 -4.08 1.52 -0.010
C -2.56 -1.86 2.31 0.025
C 1.61 -3.57 0.41 -0.128
C 4.26 -4.19 3.14 -0.565
C -3.34 2.08 0.09 -0.030
C -5.15 2.06 -6.15 -0.037
C -2.00 -3.01 2.85 -0.174
C -1.03 1.26 0.13 -0.305
C 0.32 -1.22 -4.14 -0.269
C 3.51 -5.35 3.81 -0.080
C -2.66 2.69 -7.19 -0.076
C -1.10 -3.72 2.07 0.007
C 5.81 1.88 3.30 -0.077
C 4.04 -0.84 -0.64 -0.077
C 3.65 2.71 4.22 -0.054
C 2.53 1.23 -0.56 -0.186
C 1.96 2.27 0.18 -0.109
C 2.60 2.67 1.35 0.015
C -1.58 3.61 -0.27 -0.015
C 0.80 3.05 -0.37 -0.065
C -3.09 -0.34 0.37 -0.070
C -0.83 -3.37 0.75 -0.104
C -4.00 4.46 -0.49 -0.553
H 6.19 -5.14 3.49 0.072
H -3.70 -3.13 5.89 0.075
H 1.78 -4.91 2.05 0.092
H -0.58 -4.57 2.48 0.105
H -5.72 5.37 0.50 0.069
H -3.75 -5.01 3.51 0.086
H -1.60 -3.78 -2.25 0.084
H -5.58 4.76 -1.98 0.077
H -4.02 -0.20 0.93 0.107
H 1.13 -1.63 -6.13 0.040
H -4.40 1.85 0.15 0.103
H -6.14 1.83 -5.75 0.104
H 3.08 0.05 -3.28 0.084
H -5.27 3.06 -1.59 0.074
H -2.10 -5.62 3.69 0.071
H 2.55 -5.01 4.19 0.075
H -0.31 -4.12 4.73 0.070
H 3.72 1.62 -2.74 0.102
H 3.34 -6.16 3.10 0.080
H -3.13 -1.67 5.07 0.083
H -5.65 1.14 -9.23 0.072
H 5.47 -5.52 1.92 0.083
H -4.28 2.52 -4.23 0.102
H -4.16 6.56 -0.97 0.074
H 0.19 -5.17 0.19 0.116
H 5.49 4.58 3.41 0.075
H 3.72 -0.94 -1.67 0.089
H 5.05 0.36 1.48 0.096
H 6.34 2.36 4.13 0.076
H 6.20 -3.94 2.19 0.071
H -2.35 -2.32 -2.93 0.089
H 2.17 3.51 1.89 0.115
H 2.25 1.54 -3.73 0.087
H -4.35 -2.69 4.31 0.083
H 0.89 4.08 -0.02 0.109
H 4.98 -2.11 1.55 0.102
H -5.46 3.68 0.93 0.067
H -3.11 -5.37 5.13 0.075
H -3.12 -3.17 -1.57 0.096
H -6.68 1.02 -7.93 0.073
H 6.48 1.84 2.44 0.082
H 4.08 4.70 2.34 0.074
H -2.77 5.75 -1.70 0.073
H 0.16 -3.92 -1.08 0.094
H -4.12 3.96 -2.59 0.047
H 3.30 1.71 4.47 0.090
H 2.78 3.34 4.06 0.075
H 3.55 -2.69 4.53 0.087
H 5.56 0.86 3.60 0.078
H -4.40 4.92 1.59 0.081
H -3.51 2.22 -9.11 0.101
H 0.60 -2.10 -3.58 0.098
H -3.22 -1.23 2.90 0.107
H -1.22 4.61 -0.50 0.102
H 5.11 -2.30 3.80 0.067
H 5.02 -3.53 5.07 0.072
H -0.71 -2.46 5.18 0.092
H -1.68 2.95 -7.57 0.103
H -2.75 6.17 0.03 0.079
H 5.13 -0.91 -0.59 0.116
H 0.91 3.07 -1.46 0.126
H -1.32 -3.82 6.16 0.076
H 4.10 -5.73 4.64 0.074
H 5.61 4.08 1.72 0.086
H 4.21 3.11 5.08 0.074
H -3.36 -0.64 -0.65 0.122
```

Results
Net charge: -2
ΔE to the lowest compared entry with this formula, charge and spin, kcal/mol: 17.5
E_tot, eV: -141175.32648
HOMO level, eV: -1.03